No. 1
Computed, not measured: a structure of composition C27H25IN4OW, with the ωB97M-V functional and the def2-TZVPD basis.

Geometry (Å):
W -0.579 -0.582 -1.373
C -3.094 0.676 -5.184
C -2.114 -0.275 -4.976
C -1.115 -0.019 -4.038
C -1.142 1.168 -3.288
C -2.136 2.115 -3.489
C -3.091 1.870 -4.459
N -0.270 1.144 -2.158
C 0.999 1.759 -2.062
C 1.300 3.073 -2.371
C 2.609 3.506 -2.208
C 3.615 2.652 -1.753
C 3.335 1.331 -1.465
C 2.021 0.901 -1.620
N 1.560 -0.413 -1.476
N 2.349 -1.387 -1.420
C 1.661 -2.597 -1.475
C 2.372 -3.780 -1.480
C 1.673 -4.969 -1.624
C 0.293 -4.928 -1.770
C -0.354 -3.710 -1.751
N 0.307 -2.546 -1.599
H -3.868 0.506 -5.919
H -2.099 -1.189 -5.553
H -0.237 -0.668 -3.978
H -2.174 3.009 -2.880
H -3.866 2.602 -4.642
H 0.534 3.744 -2.736
H 2.855 4.533 -2.440
H 4.622 3.027 -1.637
H 4.100 0.643 -1.133
H 3.448 -3.750 -1.388
H 2.200 -5.914 -1.634
H -0.287 -5.832 -1.892
H -1.429 -3.641 -1.845
C -0.268 0.107 7.140
C -0.366 0.231 5.656
C -0.051 -0.849 4.824
C -0.121 -0.756 3.454
C 0.226 -1.966 2.634
C -0.531 0.489 2.878
C -0.661 0.679 1.496
O -0.415 -0.199 0.611
C -0.852 1.602 3.719
C -1.292 2.933 3.168
C -0.762 1.442 5.081
H -0.135 -0.925 7.453
H -1.158 0.515 7.621
H 0.583 0.688 7.502
H 0.252 -1.785 5.276
H 0.513 -2.786 3.289
H 1.056 -1.758 1.957
H -0.624 -2.287 2.029
H -1.001 1.651 1.138
H -0.545 3.368 2.502
H -1.450 3.636 3.981
H -2.232 2.849 2.621
H -1.007 2.274 5.729
I -3.152 -1.216 -1.043

Cartesian forces (eV/Å) of the 2 atoms listed first:
-0.26 0.18 0.39
-0.02 -0.05 -0.04

Output
* ⟨S²⟩: 2.03
* E_HOMO (alpha / beta): -13.90 / -14.49 eV
* ΔE to the lowest compared entry with this formula, charge and spin: 0.0 kcal per mole
* gap between HOMO and LUMO (alpha / beta): 6.368 / 6.310 eV
* spin multiplicity: 3
* total charge: +2

No. 2
Computed, not measured: a structure of composition C27H25IN7O4PtS in a non-equilibrium geometry, with the ωB97M-V functional and the def2-TZVPD basis.

Geometry (Å):
Pt 0.003 -2.381 0.666
N 5.560 1.649 5.709
C 4.838 0.910 4.885
C 4.515 1.402 3.579
C 3.797 0.619 2.720
C 3.391 -0.656 3.131
C 3.682 -1.153 4.418
C 4.388 -0.387 5.294
S 2.628 -1.783 1.971
O 2.654 -1.113 0.701
O 3.304 -3.027 2.171
N 1.043 -1.914 2.397
C 0.767 -3.201 2.935
N 1.136 -3.662 4.096
C 0.782 -4.929 4.342
C 0.081 -5.712 3.430
C -0.261 -5.147 2.219
N 0.072 -3.873 1.996
H 5.905 2.562 5.441
H 5.813 1.320 6.632
H 4.866 2.383 3.285
H 3.569 0.947 1.715
H 3.351 -2.148 4.691
H 4.634 -0.746 6.285
H 1.080 -5.334 5.301
H -0.179 -6.735 3.657
H -0.787 -5.679 1.438
C -0.265 6.789 -2.970
O -0.449 5.383 -2.704
C -1.179 4.663 -3.568
C -1.835 5.155 -4.695
C -2.530 4.281 -5.509
C -2.575 2.909 -5.242
C -1.935 2.413 -4.130
C -1.267 3.293 -3.281
N -0.518 2.857 -2.158
C -0.706 1.896 -1.312
C -1.899 1.101 -1.097
C -3.175 1.517 -1.419
C -4.291 0.767 -1.036
C -4.142 -0.441 -0.329
C -2.901 -0.891 0.007
C -1.725 -0.147 -0.357
O -0.552 -0.503 -0.046
H 0.230 6.930 -3.930
H 0.364 7.156 -2.168
H -1.227 7.300 -2.951
H -1.799 6.207 -4.938
H -3.035 4.668 -6.384
H -3.088 2.242 -5.919
H -1.924 1.349 -3.929
H 0.313 3.427 -2.003
H 0.129 1.702 -0.650
H -3.330 2.444 -1.954
H -5.281 1.131 -1.274
H -5.023 -0.996 -0.036
H -2.760 -1.786 0.594
I -3.444 -5.715 -3.216
C -2.031 -4.448 -2.434
C -0.976 -3.846 -3.090
N -0.320 -3.095 -2.191
N -0.888 -3.183 -0.975
C -1.926 -4.008 -1.112
H -0.655 -3.905 -4.117
H 0.541 -2.584 -2.313
H -2.555 -4.246 -0.269

Cartesian forces (eV/Å) of the 2 atoms listed first:
-1.44 0.89 0.14
-0.17 -0.17 -0.18

Output
* E_HOMO (alpha / beta): -14.66 / -14.69 eV
* ΔE to the lowest compared entry with this formula, charge and spin: 6.2 kcal per mole
* gap between HOMO and LUMO (alpha / beta): 2.000 / 2.027 eV
* total charge: +3

No. 3
Computed, not measured: an isolated molecule of C27H25N3O3S in a non-equilibrium geometry, with the ωB97M-V functional and the def2-TZVPD basis.

Geometry (Å):
C 2.283 3.812 -0.862
C 1.652 3.755 0.520
O 1.933 2.485 1.079
C 1.694 2.265 2.403
C 1.005 3.154 3.221
C 0.776 2.866 4.554
C 1.239 1.684 5.099
C 1.928 0.793 4.298
C 2.165 1.060 2.957
N 2.859 0.054 2.231
C 3.689 0.382 1.136
S 2.873 0.154 -0.541
C 1.200 -0.139 -0.085
C 0.214 0.194 -0.951
C 0.493 0.846 -2.156
N 0.667 1.421 -3.137
C -1.235 -0.133 -0.673
C -1.674 -1.313 -1.521
C -1.317 -2.602 -1.156
O -0.492 -2.745 -0.077
C -0.353 -4.011 0.525
C -1.777 -3.711 -1.891
C -2.566 -3.531 -2.988
C -2.905 -2.240 -3.431
C -3.687 -2.061 -4.591
C -3.990 -0.812 -5.049
C -3.506 0.308 -4.360
C -2.757 0.166 -3.226
C -2.436 -1.109 -2.704
C -1.444 -0.309 0.835
C -0.330 -1.000 1.580
O -0.509 -1.627 2.601
N 0.947 -0.771 1.113
C 2.071 -1.123 1.967
H 2.088 4.782 -1.310
H 3.358 3.666 -0.788
H 1.873 3.038 -1.503
H 2.072 4.544 1.159
H 0.565 3.899 0.448
H 0.621 4.075 2.810
H 0.230 3.572 5.162
H 1.067 1.454 6.139
H 2.300 -0.133 4.709
H 4.033 1.412 1.182
H 4.546 -0.297 1.104
H -1.842 0.727 -0.969
H -1.323 -4.491 0.681
H 0.104 -3.822 1.496
H 0.295 -4.665 -0.066
H -1.498 -4.708 -1.590
H -2.924 -4.385 -3.544
H -4.033 -2.941 -5.115
H -4.586 -0.679 -5.939
H -3.724 1.297 -4.736
H -2.384 1.060 -2.753
H -2.372 -0.844 1.040
H -1.525 0.682 1.297
H 1.647 -1.529 2.888
H 2.703 -1.873 1.479

Cartesian forces (eV/Å) of the 2 atoms listed first:
-0.19 -0.19 0.36
-0.02 0.43 -0.27

Output
* SMILES: CCOc1ccccc1N1CSC2=C(C#N)[C@@H](c3c(OC)ccc4ccccc34)CC(=O)N2C1
* E_HOMO: -7.79 eV
* ΔE to the lowest compared entry with this formula, charge and spin: 50.0 kcal per mole
* gap between HOMO and LUMO: 8.272 eV

No. 4
Computed, not measured: a structure of composition C27H25N4O2PdSSe2, with the ωB97M-V functional and the def2-TZVPD basis.

Geometry (Å):
Pd 0.892 0.292 -0.793
O 0.873 2.377 -1.146
C -0.348 2.148 -1.385
O -0.721 1.232 -2.180
C -1.417 2.807 -0.559
C -1.698 4.158 -0.690
C -2.704 4.739 0.070
C -3.431 3.978 0.973
C -3.164 2.624 1.107
C -2.164 2.042 0.341
S -1.776 0.316 0.580
H -1.122 4.756 -1.383
H -2.915 5.794 -0.038
H -4.208 4.436 1.570
H -3.725 2.021 1.808
Se 1.316 -2.759 0.671
N 0.945 -1.826 -0.808
C 1.721 -2.291 -1.785
C 1.781 -1.784 -3.119
C 2.656 -2.353 -3.980
C 3.506 -3.450 -3.602
C 3.459 -3.981 -2.360
C 2.558 -3.404 -1.409
N 2.457 -3.809 -0.154
H 1.139 -0.961 -3.407
H 2.727 -1.976 -4.991
H 4.188 -3.849 -4.339
H 4.081 -4.809 -2.051
C -4.693 -2.769 -2.481
N -4.666 -2.515 -1.048
C -3.894 -1.634 -0.407
Se -2.592 -0.539 -1.281
N -4.166 -1.691 0.898
C -5.160 -2.642 1.129
C -5.790 -3.066 2.289
C -6.752 -4.048 2.139
C -7.073 -4.581 0.883
C -6.444 -4.153 -0.272
C -5.478 -3.169 -0.115
H -3.870 -2.247 -2.963
H -5.635 -2.419 -2.900
H -4.580 -3.836 -2.657
H -3.727 -1.089 1.580
H -5.546 -2.655 3.259
H -7.273 -4.414 3.012
H -7.834 -5.345 0.816
H -6.697 -4.562 -1.239
C 5.498 -1.502 0.982
C 5.146 -0.019 0.808
C 6.063 0.606 -0.252
C 5.318 0.720 2.140
C 3.746 0.092 0.362
C 2.582 0.150 0.044
H 6.543 -1.606 1.283
H 5.355 -2.045 0.046
H 4.873 -1.965 1.748
H 7.105 0.517 0.060
H 5.831 1.662 -0.391
H 5.945 0.102 -1.212
H 6.356 0.653 2.471
H 4.682 0.284 2.912
H 5.055 1.772 2.035

Cartesian forces (eV/Å) of the 2 atoms listed first:
0.24 -0.47 -0.82
-0.14 -0.07 0.28

Output
* E_HOMO: -10.72 eV
* ΔE to the lowest compared entry with this formula, charge and spin: 26.8 kcal per mole
* gap between HOMO and LUMO: 7.142 eV
* total charge: +1

What did the third record say?
Computed, not measured: an isolated molecule of C27H25N3O3S in a non-equilibrium geometry, with the ωB97M-V functional and the def2-TZVPD basis.

Geometry (Å):
C 2.283 3.812 -0.862
C 1.652 3.755 0.520
O 1.933 2.485 1.079
C 1.694 2.265 2.403
C 1.005 3.154 3.221
C 0.776 2.866 4.554
C 1.239 1.684 5.099
C 1.928 0.793 4.298
C 2.165 1.060 2.957
N 2.859 0.054 2.231
C 3.689 0.382 1.136
S 2.873 0.154 -0.541
C 1.200 -0.139 -0.085
C 0.214 0.194 -0.951
C 0.493 0.846 -2.156
N 0.667 1.421 -3.137
C -1.235 -0.133 -0.673
C -1.674 -1.313 -1.521
C -1.317 -2.602 -1.156
O -0.492 -2.745 -0.077
C -0.353 -4.011 0.525
C -1.777 -3.711 -1.891
C -2.566 -3.531 -2.988
C -2.905 -2.240 -3.431
C -3.687 -2.061 -4.591
C -3.990 -0.812 -5.049
C -3.506 0.308 -4.360
C -2.757 0.166 -3.226
C -2.436 -1.109 -2.704
C -1.444 -0.309 0.835
C -0.330 -1.000 1.580
O -0.509 -1.627 2.601
N 0.947 -0.771 1.113
C 2.071 -1.123 1.967
H 2.088 4.782 -1.310
H 3.358 3.666 -0.788
H 1.873 3.038 -1.503
H 2.072 4.544 1.159
H 0.565 3.899 0.448
H 0.621 4.075 2.810
H 0.230 3.572 5.162
H 1.067 1.454 6.139
H 2.300 -0.133 4.709
H 4.033 1.412 1.182
H 4.546 -0.297 1.104
H -1.842 0.727 -0.969
H -1.323 -4.491 0.681
H 0.104 -3.822 1.496
H 0.295 -4.665 -0.066
H -1.498 -4.708 -1.590
H -2.924 -4.385 -3.544
H -4.033 -2.941 -5.115
H -4.586 -0.679 -5.939
H -3.724 1.297 -4.736
H -2.384 1.060 -2.753
H -2.372 -0.844 1.040
H -1.525 0.682 1.297
H 1.647 -1.529 2.888
H 2.703 -1.873 1.479

Cartesian forces (eV/Å) of the 2 atoms listed first:
-0.19 -0.19 0.36
-0.02 0.43 -0.27

Output
* SMILES: CCOc1ccccc1N1CSC2=C(C#N)[C@@H](c3c(OC)ccc4ccccc34)CC(=O)N2C1
* E_HOMO: -7.79 eV
* ΔE to the lowest compared entry with this formula, charge and spin: 50.0 kcal per mole
* gap between HOMO and LUMO: 8.272 eV

The lowest ΔE to the lowest compared entry with this formula, charge and spin belongs to which entry? C27H25IN4OW